# 1
Here is a structure of composition ClF2O4Sr2 at a distorted geometry from OMol25. Energies are from the ωB97M-V functional and the def2-TZVPD basis.

Geometry as XYZ:
```
9
Properties=species:S:1:pos:R:3:forces:R:3
O -1.628 -0.036 1.865 -0.073 -0.400 2.899
Sr 2.168 -2.406 1.501 -1.418 2.230 -1.966
O -1.037 -0.265 -0.223 0.904 0.436 -1.841
Cl -0.954 0.714 0.862 -5.187 0.367 -1.639
F 1.529 -1.261 -0.806 0.865 -2.194 0.766
O 0.349 1.051 1.198 3.981 -0.178 0.976
O -1.686 1.954 0.633 0.765 -1.508 -0.513
F 0.727 1.270 -1.970 0.051 -2.312 -1.988
Sr 0.532 -1.020 -3.059 0.112 3.559 3.307
```
Forces are in eV/Å.

ΔE to the lowest compared entry with this formula, charge and spin = 324.2 kJ/mol
HOMO-LUMO gap = 3.90 eV
2S+1 = 1
net charge = +1

---

# 2
Here is a cluster of 7 separate species, C32H63B2F2N7O9Si in total at a distorted geometry from OMol25. Energies are from the ωB97M-V functional and the def2-TZVPD basis.

Geometry as XYZ:
```
116
Properties=species:S:1:pos:R:3:forces:R:3
H -9.019 -1.454 7.887 -0.052 -0.158 0.048
C 4.152 -8.607 -8.722 -0.040 0.339 -0.424
C 3.468 2.033 1.126 -0.805 -0.711 1.206
H -1.437 -0.446 3.228 0.843 -1.038 -0.173
C -6.958 -1.748 7.376 0.366 0.106 -0.127
C -1.391 6.289 -1.278 0.237 -0.328 -0.302
H -1.463 1.471 5.853 0.706 0.210 -1.067
C 4.978 6.242 -1.826 -0.391 0.189 0.347
H 4.087 -6.551 -9.245 0.021 -0.069 0.036
H -6.479 -3.295 10.147 -0.205 -0.036 0.165
H 0.405 1.158 -5.799 0.025 -0.016 -0.356
H 2.956 -3.039 -4.467 -0.127 -0.127 -0.003
O 2.017 -4.178 4.409 -0.367 -0.481 1.528
O 1.909 4.696 -2.943 0.052 -0.121 -0.068
H 1.911 -4.210 -6.210 0.069 0.126 -0.042
C -1.964 5.868 1.604 -0.039 -0.012 0.150
H 2.363 1.894 6.605 -0.796 -0.999 0.029
B -2.470 -3.363 4.588 -1.205 -0.208 0.534
O -1.099 4.921 -4.711 -0.309 0.070 -0.064
C -4.878 -1.285 2.829 -0.133 -0.300 0.471
H -0.531 2.915 5.335 -0.104 -1.180 -0.335
N 1.836 -2.194 -6.846 -0.044 0.084 0.509
H -0.191 4.576 -0.918 -0.045 0.100 -0.146
H -3.036 4.411 -6.236 0.152 -0.006 0.079
F 0.501 -2.811 1.859 -1.260 0.109 0.790
H 0.873 3.313 3.261 0.920 -0.522 -0.798
H 4.540 5.120 -4.514 0.137 -0.082 0.060
O -6.287 -1.333 6.442 -0.245 0.036 0.107
H 5.287 -8.006 -6.072 -0.124 -0.119 0.032
H 1.106 2.216 -7.042 -0.051 -0.263 -0.122
C 4.267 -6.545 -7.264 0.031 0.347 -0.185
H -1.940 5.835 -2.105 0.005 0.275 -0.106
H 4.083 2.293 0.232 -0.689 -0.082 0.839
H 5.646 5.784 -2.551 -0.121 -0.012 0.015
N 3.605 5.814 -2.005 0.025 -0.255 -0.311
C 1.658 2.657 2.816 2.159 -2.274 -1.037
C 2.466 2.995 1.627 0.159 -1.794 1.378
H 5.019 7.328 -1.931 0.268 -0.029 -0.016
H 3.518 3.677 -4.587 -0.039 0.071 0.130
C -8.419 -2.081 7.225 -0.081 0.002 -0.088
H -5.209 -2.152 2.198 0.238 0.871 0.499
H -8.726 -1.891 6.199 0.159 0.019 0.070
H 4.466 -0.014 1.315 -0.972 0.891 0.464
O 1.933 -0.343 -5.590 0.147 -0.210 0.087
H 1.097 -1.720 4.668 -0.789 0.538 -0.361
H 1.079 0.868 7.457 0.810 0.140 -0.943
C -1.082 3.984 -5.499 0.496 0.122 0.368
H 4.820 3.752 -3.392 0.091 0.094 -0.099
C -4.155 -1.858 4.107 0.138 1.163 0.179
C -1.033 4.962 0.839 0.269 -0.297 -0.291
H -4.795 -1.740 5.025 0.628 -0.388 -1.093
H 0.885 -3.864 -7.622 0.003 -0.212 0.085
N -0.208 -4.820 3.898 0.618 1.763 1.707
N -0.827 5.225 -0.473 -0.078 -0.006 0.587
C 2.057 -2.423 -4.413 0.028 0.039 0.138
H 5.296 5.971 -0.818 0.249 0.054 -0.084
H 1.760 -1.557 -7.625 0.032 -0.066 0.042
H -4.251 -0.585 2.215 -0.387 -0.861 0.586
H -2.964 5.834 1.169 0.037 0.177 -0.006
C 0.223 -1.016 4.562 -0.108 -0.187 0.165
H 3.503 -8.022 -5.910 0.129 -0.123 0.008
H 4.240 -9.191 -7.809 -0.003 0.120 -0.019
H 2.655 -3.849 -7.779 -0.072 -0.267 0.156
H -2.640 2.687 -6.201 0.037 -0.015 -0.179
C -0.705 -2.488 2.563 0.867 1.396 -1.129
H -1.585 6.891 1.597 -0.169 0.028 -0.071
H -0.535 -1.301 5.361 0.817 0.313 -0.832
H -5.775 -0.707 3.179 0.730 -0.589 -0.420
C -0.473 -1.037 3.142 -0.032 0.089 -0.146
N 0.007 3.177 -5.572 -0.492 0.315 -0.177
C 1.792 0.914 6.577 0.506 0.047 0.679
O 4.260 -5.322 -7.218 0.142 -0.239 0.092
H -0.631 1.833 -7.077 0.000 0.143 0.058
H 2.571 0.113 6.735 -0.841 0.693 -0.283
C 0.898 -4.513 4.365 -0.057 -0.045 -3.419
N -6.388 -1.922 8.598 -0.308 0.016 -0.268
H -2.026 5.530 2.637 0.084 -0.069 -0.122
H 2.305 3.993 1.140 0.280 -1.267 0.401
H 0.123 -0.489 2.349 -0.470 -0.689 0.972
H -8.059 -2.630 9.679 0.083 0.040 -0.076
H -6.904 -1.626 10.583 -0.179 -0.143 0.141
C 1.823 -3.619 -7.117 -0.155 0.413 -0.581
H 1.173 -3.055 -4.306 0.127 -0.117 0.009
C 4.387 -7.391 -6.023 -0.002 0.027 0.107
H 4.986 -8.844 -9.385 -0.050 -0.254 0.065
C -2.246 3.683 -6.411 -0.138 0.047 -0.025
H -1.272 1.907 4.042 0.398 -0.223 1.104
O -3.726 -3.249 3.937 1.346 0.728 1.084
H -3.218 -1.248 4.301 -0.990 -0.358 -0.173
F -1.692 -2.383 1.545 1.007 -0.445 1.313
H 2.903 6.183 -1.380 0.065 -0.018 -0.029
H -1.399 -3.493 6.206 -0.690 0.254 0.062
H -0.571 6.886 -1.681 -0.199 0.126 -0.136
H 4.460 -6.742 -5.152 -0.009 0.042 -0.163
H 3.217 -8.860 -9.225 0.065 -0.255 0.053
C 4.064 4.339 -3.917 -0.016 -0.045 -0.081
N 4.163 -7.182 -8.461 0.013 0.037 0.417
H -1.935 3.754 -7.455 -0.068 -0.171 0.002
H -5.408 -1.678 8.621 -0.060 -0.045 0.007
C 3.698 0.697 1.724 -2.319 2.201 1.474
Si 0.839 0.779 4.939 -0.494 0.122 -0.385
O -0.468 4.011 1.369 -0.214 0.189 0.156
H -8.590 -3.136 7.448 -0.110 0.075 0.105
C 2.867 0.366 2.911 0.658 1.724 -1.977
H 3.037 -0.657 3.347 -0.476 1.222 -0.206
C -7.007 -2.398 9.818 0.531 0.132 -0.003
C -0.756 1.839 5.046 -0.214 0.887 0.225
O -2.321 -3.253 5.991 0.141 -0.290 -1.362
H 2.130 -1.782 -3.536 -0.031 0.046 -0.160
H -2.059 6.929 -0.707 0.073 -0.110 0.083
C 0.221 2.027 -6.431 0.221 0.095 0.478
C 3.104 4.952 -2.930 -0.379 0.036 0.163
C 1.938 -1.567 -5.646 -0.001 0.277 -0.218
H 0.745 3.441 -4.931 -0.073 -0.019 0.079
B -1.057 -3.602 3.683 -0.385 -0.789 -0.673
C 1.881 1.330 3.429 0.866 0.211 -0.961
```
Forces are in eV/Å.

SMILES string = CCOB(O)B(N=C=O)C(F)(F)CC[Si](C)(C)c1ccccc1.CNC(C)=O.CNC(C)=O.CNC(C)=O.CNC(C)=O.CNC(C)=O.CNC(C)=O
HOMO-LUMO gap = 8.59 eV
2S+1 = 1
net charge = 0

---

# 3
Here is a cluster of 3 separate species, C3H15N2O2S in total at a distorted geometry from OMol25. Energies are from the ωB97M-V functional and the def2-TZVPD basis.

Geometry as XYZ:
```
23
Properties=species:S:1:pos:R:3:forces:R:3
H -1.775 0.288 1.889 0.189 -1.448 -0.233
N -0.396 -0.123 -0.647 -2.064 -3.721 -2.025
H -0.237 -0.128 -1.656 1.201 -1.226 -0.273
H -1.567 -0.468 -3.500 0.833 -0.796 0.196
C -0.100 -0.944 1.712 -0.425 0.496 0.154
H -2.098 -1.305 2.180 -0.694 -1.000 0.968
H -0.900 2.958 0.768 0.379 -1.431 -1.927
S 3.204 -0.070 -0.494 -0.529 -2.201 -2.557
H -1.332 -0.646 -0.604 1.483 0.606 0.546
H -0.654 0.804 -0.602 -0.324 3.206 1.958
O -0.851 -1.069 -3.178 -1.227 2.594 1.064
H 0.011 -1.973 2.071 0.422 0.170 -0.392
C 0.580 -0.731 0.268 0.540 0.119 2.067
C 1.772 0.244 0.505 1.799 -2.327 2.776
H 3.934 0.950 -0.285 0.876 1.892 0.644
H -1.413 3.062 -0.665 0.787 -0.886 0.357
H -0.825 -1.754 -3.799 0.230 -1.748 -1.515
H 0.429 -0.291 2.447 -0.477 -0.427 -0.563
O -0.845 2.453 -0.122 -1.310 2.877 1.589
H 1.487 1.263 0.597 -0.528 0.836 -0.270
H 0.790 -1.782 -0.045 0.365 1.219 -0.451
N -1.536 -0.704 1.653 0.595 2.647 -0.863
H 2.320 -0.035 1.508 -2.121 0.552 -1.251
```
Forces are in eV/Å.

ΔE to the lowest compared entry with this formula, charge and spin = 142.8 kJ/mol
HOMO-LUMO gap = 8.89 eV
2S+1 = 1
net charge = +1

---

# 4
Here is a cluster of 2 separate species, C3H8S in total at a distorted geometry from OMol25. Energies are from the ωB97M-V functional and the def2-TZVPD basis.

Geometry as XYZ:
```
12
Properties=species:S:1:pos:R:3:forces:R:3
H -0.050 -2.351 -0.201 -0.051 1.007 -0.479
H 1.524 1.265 0.220 0.714 -0.802 -0.574
S -1.953 0.113 -0.236 -0.244 0.616 0.503
C 0.462 1.098 0.198 -0.351 3.579 -3.765
H 0.044 2.040 -0.480 0.987 -2.095 2.183
H 1.358 -1.386 -0.054 2.475 -0.181 0.213
H 0.046 -0.250 -2.182 -0.219 0.444 3.724
C 0.354 -1.380 0.174 -2.696 -1.505 0.128
H -1.837 1.269 0.507 -0.418 -0.825 -0.528
C -0.191 -0.098 -0.367 0.026 -1.178 -3.626
H 0.193 1.173 1.197 -0.973 0.431 2.018
H 0.049 -1.491 1.224 0.751 0.508 0.203
```
Forces are in eV/Å.

ΔE to the lowest compared entry with this formula, charge and spin = 338.0 kJ/mol
HOMO-LUMO gap = 9.05 eV
2S+1 = 1
net charge = 0

---

# 5
Here is a structure of composition C5H8O2 from OMol25. Energies are from the ωB97M-V functional and the def2-TZVPD basis.

Geometry as XYZ:
```
15
Properties=species:S:1:pos:R:3:forces:R:3
C 1.916 0.078 0.223 0.589 0.039 -0.035
H -0.691 -1.993 0.650 0.041 0.116 0.045
C 0.968 -0.499 -0.814 0.003 -0.042 -0.098
C -1.024 -0.966 0.815 -0.065 -0.064 0.033
O 3.095 0.192 0.373 -0.595 -0.083 -0.050
O 0.925 0.505 1.052 0.142 0.022 0.027
H -1.578 0.946 -1.198 0.107 0.049 0.147
H 1.023 -1.587 -0.895 -0.010 0.181 0.017
H -1.015 -0.784 1.892 -0.025 0.064 -0.086
C -0.127 0.051 0.120 -0.293 -0.041 -0.062
H -0.170 1.979 -0.850 -0.110 -0.105 0.067
C -0.873 1.258 -0.419 0.015 0.005 0.005
H -2.059 -0.892 0.475 0.104 0.013 -0.053
H 1.038 -0.044 -1.805 0.025 -0.041 0.160
H -1.430 1.757 0.381 0.072 -0.114 -0.116
```
Forces are in eV/Å.

ΔE to the lowest compared entry with this formula, charge and spin = 20.7 kJ/mol
HOMO-LUMO gap = 11.14 eV
2S+1 = 1
net charge = 0

---

# 6
Here is an isolated molecule of C3H5N3 from OMol25. Energies are from the ωB97M-V functional and the def2-TZVPD basis.

Geometry as XYZ:
```
11
Properties=species:S:1:pos:R:3:forces:R:3
C -0.236 0.082 0.708 0.169 0.023 -0.603
H 0.166 -1.115 -2.406 -0.015 0.062 0.153
C 0.188 -0.551 -1.479 -0.224 -0.116 0.166
N -0.592 -0.789 -0.457 0.185 -0.072 -0.083
N 1.008 0.509 -1.293 -0.037 -0.001 0.297
C 0.874 0.839 -0.025 -0.138 0.121 -0.056
H -0.739 0.211 2.576 0.031 -0.128 -0.017
H -0.874 1.014 0.469 -0.026 0.061 0.001
N -0.393 -0.476 1.915 0.011 0.114 0.161
H 1.313 1.755 0.361 -0.005 -0.175 0.023
H -1.196 -1.589 -0.314 0.047 0.111 -0.043
```
Forces are in eV/Å.

ΔE to the lowest compared entry with this formula, charge and spin = 334.3 kJ/mol
HOMO-LUMO gap (alpha / beta) = 6.88 / 6.88 eV
2S+1 = 1
net charge = 0

---

- Which formula does entry 2 have?
  C32H63B2F2N7O9Si